No. 1
Below is a cluster of 2 separate species, CH3F3NS in total, with properties calculated with the ωB97M-V functional and the def2-TZVPD basis.

Values from the calculation:
charge = +1
frontier orbital gap = 9.983 eV
energy above the lowest of the compared OMol25 structures with the same formula, charge and spin = 34.2 kJ/mol

Geometry as XYZ:
```
9
Properties=species:S:1:pos:R:3:forces:R:3
S -0.038 0.445 -0.742 1.2 -4.1 -3.5
F 1.384 0.688 -1.393 -1.6 0.9 0.1
F -0.822 3.605 1.893 1.7 1.6 2.3
F -0.820 0.126 -2.211 1.4 1.2 2.6
N 0.377 -1.008 -0.295 -0.5 1.8 1.6
C 0.180 -2.208 0.021 -3.8 -1.9 -3.1
H -0.350 4.116 2.612 -1.6 -1.7 -2.4
H 0.784 -2.851 0.578 1.7 -0.1 1.4
H -0.693 -2.915 -0.463 1.6 2.3 1.0
```
Forces are in eV/Å.

Results of the Mulliken charge analysis, in e, for atoms 1 through 4: 0.842, -0.107, -0.418, -0.192

=====

No. 2
Below is the molecule CH3F3OSi, with properties calculated with the ωB97M-V functional and the def2-TZVPD basis.

Values from the calculation:
charge = 0
frontier orbital gap = 11.787 eV
energy above the lowest of the compared OMol25 structures with the same formula, charge and spin = 86.4 kJ/mol
SMILES string = OC[Si](F)(F)F

Geometry as XYZ:
```
9
Properties=species:S:1:pos:R:3:forces:R:3
Si 1.042 0.232 0.002 -0.2 0.7 1.2
F 2.099 1.347 -0.326 -0.2 0.8 0.0
F 1.531 -0.938 -0.837 0.7 -1.9 -1.7
F 1.195 -0.155 1.498 0.4 0.0 1.4
O -0.963 -1.257 0.083 -1.2 3.5 0.3
C -0.734 0.414 -0.260 -0.7 -3.2 -0.4
H -1.036 0.688 -1.255 0.1 -0.9 -1.0
H -1.644 -1.242 0.834 1.5 0.1 -1.6
H -1.490 0.911 0.260 -0.4 0.9 1.8
```
Forces are in eV/Å.

Results of the Mulliken charge analysis, in e, for atoms 1 through 4: 0.739, -0.306, -0.176, -0.229

=====

no.,largest force on an atom (eV Å⁻¹)
1,5.5
2,3.7